# 1
A cluster of 2 separate species, C4H8S3 in total. Source: the Open Molecules 2025 dataset; level of theory: wB97M-V/def2-TZVPD.

**Energy above the lowest of the compared OMol25 structures with the same formula, charge and spin**: 93.4 kcal per mole
**E_HOMO (spin up / spin down)**: -8.6 / -7.4 eV
**Kohn-Sham gap (spin up / spin down)**: 8.26 / 7.67 eV
**Electronic energy**: -36779.19882 eV

Element x y z (Å)
1 C 1.170 1.115 -2.114
2 C -0.600 -0.763 -0.251
3 C 0.677 0.649 1.466
4 C -0.320 -0.418 1.119
5 S -2.118 -0.961 -1.071
6 S -1.525 -0.629 2.448
7 S 0.459 -1.997 0.393
8 H 2.139 1.009 -1.679
9 H 0.531 1.917 -1.817
10 H 1.415 0.747 0.673
11 H 1.178 0.409 2.403
12 H 0.155 1.598 1.587
13 H -1.640 -1.827 -1.971
14 H -2.406 -1.336 1.743
15 H 0.884 0.486 -2.928

These are the Mulliken partial charges, in e, on atoms 1 to 6:
1 C -0.975
2 C -0.132
3 C -1.298
4 C 0.639
5 S -0.172
6 S -0.194


# 2
The molecule C4H8Se in a non-equilibrium geometry. Source: the Open Molecules 2025 dataset; level of theory: wB97M-V/def2-TZVPD.

**Energy above the lowest of the compared OMol25 structures with the same formula, charge and spin**: 48.7 kcal per mole
**E_HOMO**: -8.2 eV
**Kohn-Sham gap**: 9.14 eV
**Electronic energy**: -69621.12254 eV

Element x y z (Å)
1 C -0.753 0.786 -0.317
2 C -0.901 -0.550 0.249
3 C 0.567 1.293 0.133
4 C 0.941 -1.484 -0.051
5 Se 1.961 0.096 -0.608
6 H -0.965 0.743 -1.323
7 H -1.569 1.257 0.169
8 H -1.324 -0.556 1.206
9 H -1.447 -1.118 -0.489
10 H 0.976 2.167 -0.342
11 H 0.537 1.254 1.181
12 H 1.328 -1.679 0.896
13 H 0.648 -2.208 -0.702

These are the Mulliken partial charges, in e, on atoms 1 to 6:
1 C -0.372
2 C -0.843
3 C -0.800
4 C -0.851
5 Se -0.013
6 H 0.327


# 3
A structure of composition C4H8Se in a non-equilibrium geometry. Source: the Open Molecules 2025 dataset; level of theory: wB97M-V/def2-TZVPD.

**Energy above the lowest of the compared OMol25 structures with the same formula, charge and spin**: 55.7 kcal per mole
**E_HOMO**: -8.9 eV
**Kohn-Sham gap**: 9.60 eV
**Electronic energy**: -69620.81789 eV

Element x y z (Å)
1 C -0.128 1.626 -0.194
2 C -0.120 0.370 0.048
3 C -1.833 -0.583 -0.145
4 C 0.924 -0.581 0.297
5 Se 2.815 -0.015 -0.261
6 H 0.701 2.291 -0.253
7 H -1.147 2.074 -0.209
8 H -1.673 -0.719 -1.240
9 H -2.658 0.153 0.001
10 H -1.958 -1.495 0.356
11 H 0.625 -1.467 -0.218
12 H 0.871 -0.805 1.355
13 H 3.581 -0.850 0.462

These are the Mulliken partial charges, in e, on atoms 1 to 6:
1 C -0.828
2 C 0.376
3 C -1.092
4 C -0.699
5 Se -0.102
6 H 0.317